# C21H19FN4O4S

The molecule C21H19FN4O4S (the ωB97M-V functional and the def2-TZVPD basis, the Open Molecules 2025 dataset).

Properties
Frontier orbital gap   8.545 eV
Structure (SMILES)   O=C(O)CCn1cc(Cn2ccnc2)c2cc(NS(=O)(=O)c3ccc(F)cc3)ccc21
Highest occupied orbital energy   -8.34 eV
2S+1   1

```
50
Properties=species:S:1:pos:R:3:forces:R:3
C 2.0687 3.3022 0.3214 -0.6 -0.8 0.6
H 2.5678 0.5419 -2.0840 0.2 0.1 0.7
N 3.2233 0.6886 0.5517 -1.1 1.1 1.8
C 0.3097 4.8976 -0.0466 -0.5 -0.1 -1.5
H -3.9208 -0.7410 -2.2870 0.2 -0.7 0.0
H -3.0974 -0.4633 -3.8323 -0.1 0.2 0.5
O -1.3879 1.0071 -2.9202 -0.4 1.1 1.8
H -2.4713 -4.4232 2.3902 -1.3 -0.4 -0.4
C 0.0772 -1.3520 0.3442 0.8 0.5 -1.1
H -1.1829 -1.0959 2.7442 0.7 1.7 1.4
H -2.9770 -2.5122 -0.0069 -0.4 -0.1 -0.9
C -2.9330 -0.6400 -2.7553 -1.9 1.2 0.8
O 4.1284 2.6261 1.8346 0.5 0.5 -0.2
H -0.6051 5.4012 0.2510 0.1 -0.1 0.0
O -2.7655 1.3337 -1.1009 2.8 0.1 -2.3
F -0.0413 5.8973 -2.2109 2.2 -1.2 1.2
C 0.3755 -3.4534 3.3404 0.8 -1.0 0.7
H -0.8702 -6.4467 3.6042 0.1 0.7 -0.3
H 2.3824 4.7551 -2.6755 0.5 0.2 -0.8
C 0.7854 -0.5989 -1.9355 0.7 -1.1 1.4
C 0.8886 3.9156 0.7514 1.3 0.6 -0.6
H 3.5049 3.0516 -1.2963 -0.9 0.8 0.4
C 2.0930 -0.0302 0.0547 0.7 0.6 -1.1
N 0.5633 -4.7701 3.6684 -2.4 2.0 -0.6
C 1.2375 -0.6873 0.9167 -1.2 -1.6 1.3
H 0.5532 -0.7386 -2.9726 0.6 0.8 -0.6
C 2.6019 3.6059 -0.9244 1.3 -1.2 0.8
C -1.9908 -1.8020 -2.6666 1.1 0.5 0.5
H 0.5924 3.6606 1.7442 -0.7 0.1 0.4
C -2.2998 0.6400 -2.1921 0.2 -1.0 -2.5
H -2.0130 2.0138 -1.2121 -1.6 -0.3 1.2
S 2.8475 2.1019 1.4969 -0.9 -1.8 1.6
C -0.0919 -1.3288 -1.1009 0.4 0.8 2.4
H -2.6859 -1.9344 2.2753 0.8 -0.5 0.8
C -1.1385 -1.9670 0.8597 0.4 2.4 0.2
C -1.5727 -1.9363 2.2941 0.8 -3.5 -2.0
C 1.9221 0.0424 -1.3608 -2.8 -1.6 -0.7
C -1.9899 -2.1310 -0.1827 1.0 -0.8 0.9
O 1.9544 1.7311 2.6635 1.8 1.1 -4.1
H -2.4736 -2.7199 -2.9344 -0.2 -0.6 0.0
H 1.2091 -2.6928 3.4119 -1.4 -1.0 0.0
H -1.2103 -1.5885 -3.4068 -0.1 -0.4 0.2
C 2.0052 4.5687 -1.7032 -0.8 0.2 -1.5
C -1.4861 -4.4203 2.7381 0.6 -1.3 2.5
N -1.3345 -1.8961 -1.3570 -0.4 0.4 -1.6
N -0.9055 -3.1947 2.8744 0.5 0.1 0.0
C -0.6982 -5.3826 3.4050 1.2 2.2 -1.6
C 0.7970 5.1361 -1.3727 -1.8 0.2 2.3
H 4.0178 0.8088 -0.0720 -0.3 0.2 0.2
H 1.4371 -0.7800 2.0728 -0.3 0.5 -2.6
```
Forces are in eV/Å.

# C21H19N10PtS

A structure of composition C21H19N10PtS (the ωB97M-V functional and the def2-TZVPD basis, the Open Molecules 2025 dataset).

Properties
Frontier orbital gap (spin up / spin down)   5.602 / 5.606 eV
Total charge   +3
Highest occupied orbital energy (spin up / spin down)   -17.39 / -17.56 eV
ΔE to the lowest compared entry with this formula, charge and spin   0.000 eV
2S+1   1

```
52
Properties=species:S:1:pos:R:3:forces:R:3
N 0.8786 -2.5262 -2.7253 0.0 0.3 0.2
C -3.6880 -4.9002 -2.0109 0.0 0.0 -0.1
C -3.6340 1.6561 -1.8853 -0.1 0.1 0.0
C 4.9636 2.8898 -0.4912 0.0 0.0 0.0
C -2.5923 0.7716 -1.8371 0.1 0.0 0.1
H -1.5130 -0.1321 3.2693 0.0 0.0 0.0
H -2.7520 3.7676 0.6451 0.0 0.0 0.0
H 3.4515 1.9950 -1.7403 0.0 0.0 0.0
C -1.8799 -4.6603 -3.5518 0.1 0.0 -0.1
H -1.4073 -4.8969 -4.4996 0.0 0.0 0.0
N -0.4601 0.1409 -0.8431 -0.2 0.2 0.2
H -4.6471 -5.3306 -1.7534 0.0 0.0 0.0
C -1.2427 -3.7966 -2.6358 0.0 0.0 0.0
H -4.4138 1.5299 -2.6240 0.0 0.0 0.0
N 1.1874 1.1639 2.0273 -0.4 0.2 -0.4
H 6.2746 3.6440 1.0328 0.0 0.0 0.0
H -2.5212 -0.0404 -2.5451 0.0 0.0 0.0
C 2.3444 1.6698 2.5479 -0.2 -0.2 0.1
C 4.5226 2.7102 1.8569 0.0 0.0 0.0
H 0.3828 -3.9783 -3.8043 0.1 0.1 0.0
C -1.5718 0.9547 -0.8672 -0.2 0.1 0.0
C -3.6865 2.7439 -0.9971 0.0 -0.1 -0.1
S 2.1403 -0.6725 -1.4699 -0.5 0.6 -0.2
H 1.1512 1.2540 6.6178 0.0 0.0 0.0
H -1.1161 0.0771 1.5982 0.0 -0.1 0.0
N 0.0242 -3.3852 -3.0485 -0.2 -0.2 0.0
C 0.2772 0.7319 2.9616 0.2 -0.1 0.0
H -0.9075 2.1580 0.8224 0.1 0.1 0.0
C 3.7824 2.2145 -0.7357 0.2 -0.1 0.1
H -3.6170 -5.8333 -3.9516 0.0 0.0 0.0
C 0.6753 -1.4293 -1.8878 0.4 -0.4 0.1
C -2.6900 2.9365 -0.0436 0.1 0.0 0.1
H -4.5169 3.4361 -1.0519 0.0 0.0 0.0
C -3.0296 -4.0849 -1.0832 0.0 0.0 0.0
C 3.3518 2.0566 1.5473 0.0 0.2 -0.1
N 3.0051 1.7890 0.2732 0.2 0.2 -0.1
C 5.3490 3.1260 0.8196 0.0 0.0 0.0
N 0.4732 0.8531 4.2533 -0.1 0.0 0.2
N -0.5134 -0.9362 -1.5835 0.1 0.3 -0.1
Pt 1.2578 0.8609 -0.0622 0.5 -1.2 0.1
H 5.5695 3.2152 -1.3249 0.0 0.0 0.0
N 1.8438 1.5495 5.9471 0.0 0.0 0.0
C -1.8147 -3.5174 -1.3834 0.0 0.0 0.1
H -1.2999 -2.9190 -0.6497 0.0 -0.1 0.0
H 4.7557 2.8996 2.8953 0.0 0.0 0.0
C -1.6446 2.0439 0.0420 -0.1 -0.1 -0.2
N -0.8459 0.1285 2.5595 0.0 0.0 0.1
H -3.4739 -3.9150 -0.1124 0.0 0.0 0.0
C -3.1126 -5.1867 -3.2475 0.0 0.0 0.0
H 2.7077 1.9569 6.2689 0.0 0.0 0.0
N 2.6008 1.8136 3.7995 0.3 0.1 0.1
C 1.6211 1.4027 4.6624 -0.1 0.0 -0.3
```
Forces are in eV/Å.

# C21H19N3O3

The molecule C21H19N3O3 (the ωB97M-V functional and the def2-TZVPD basis, the Open Molecules 2025 dataset).

Properties
Frontier orbital gap   8.403 eV
Structure (SMILES)   Cc1ccc(/C=N/NC(=O)c2cccc(NC(=O)c3ccccc3C)c2)o1
Highest occupied orbital energy   -7.83 eV
ΔE to the lowest compared entry with this formula, charge and spin   1.976 eV
2S+1   1

```
46
Properties=species:S:1:pos:R:3:forces:R:3
C -1.3861 -1.4988 0.2793 0.1 -0.1 0.0
C 5.4737 0.6986 0.5261 0.0 0.0 0.0
H 4.4759 -3.0757 1.3288 0.0 -0.1 0.0
C -0.8514 -1.9447 2.5820 0.0 0.0 -0.1
C -3.7374 -1.7428 -0.5383 -0.1 0.0 0.0
H -4.1231 -2.5464 1.9683 -0.1 0.0 0.0
H 3.3455 -2.4076 2.4928 -0.1 -0.1 0.1
H -4.2918 -0.5994 -2.1441 0.2 -0.1 0.3
O -4.6262 -2.5514 -0.7092 0.0 0.0 0.1
H -3.2010 1.3871 -2.8917 0.0 -0.1 0.1
H 1.4291 -1.1235 1.9659 0.0 0.1 -0.2
H 2.5216 1.4301 -0.9356 -0.1 0.1 -0.1
C 0.8505 3.5420 0.5277 -0.3 -0.2 0.0
H -1.6596 3.6548 -3.4537 -0.1 0.0 -0.2
C 4.5325 1.4188 -0.1908 0.0 0.0 0.0
C -2.7101 -1.8324 0.5323 0.2 -0.2 0.5
C 3.8730 -1.0791 0.8876 -0.1 0.1 -0.1
C 3.2657 0.8969 -0.3630 0.0 0.0 0.0
H -2.4557 -2.6472 3.8014 0.0 0.0 0.1
C 2.9185 -0.3306 0.1951 0.3 0.1 -0.1
N -2.7604 0.3356 -1.1410 0.5 0.8 0.2
C -2.1614 -2.3195 2.8154 0.0 0.0 0.0
H 4.7878 2.3761 -0.6192 0.0 0.1 0.0
O -0.9086 2.2870 -0.5873 -0.1 -0.3 0.2
C -3.0954 -2.2667 1.7962 -0.1 0.1 -0.2
H 1.7412 4.0775 0.2112 0.1 0.0 0.0
H 6.4687 1.0940 0.6670 0.1 0.0 0.0
C -1.2593 3.3811 -2.4987 -0.5 -0.8 0.4
C -2.6202 1.2941 -1.9672 -0.5 -0.7 0.1
H 1.1339 2.5852 0.9600 0.1 0.0 0.1
C -0.2322 4.0329 -1.7885 0.3 -0.3 0.6
H -1.0670 -1.2020 -0.7037 0.0 0.0 0.1
C 5.1461 -0.5411 1.0428 0.0 0.1 0.0
O 0.9975 -0.7618 -1.1316 -0.1 0.0 -0.2
N -3.6393 -0.6449 -1.3555 -0.7 0.0 -1.0
C 3.5905 -2.4512 1.4301 0.0 -0.1 0.0
C -0.4545 -1.5381 1.3088 -0.5 -0.2 -0.1
C -0.0583 3.3250 -0.6289 0.5 0.8 -0.5
H -0.1294 -1.9707 3.3872 0.1 0.0 0.1
H 0.3079 4.9062 -2.0925 0.2 0.2 0.0
H 0.3502 4.1283 1.2994 0.0 0.0 0.1
N 0.8770 -1.1581 1.1202 0.2 0.0 0.3
H 2.7697 -2.9295 0.9018 0.0 -0.1 0.0
C -1.6439 2.3108 -1.7227 0.3 1.1 -0.7
C 1.5085 -0.7824 -0.0333 0.2 0.0 0.3
H 5.8939 -1.1132 1.5736 0.1 -0.1 0.0
```
Forces are in eV/Å.

# C21H19N5O5S

A cluster of 2 separate species, C21H19N5O5S in total (the ωB97M-V functional and the def2-TZVPD basis, the Open Molecules 2025 dataset).

Properties
Frontier orbital gap   5.133 eV
Highest occupied orbital energy   -6.91 eV
ΔE to the lowest compared entry with this formula, charge and spin   0.000 eV
2S+1   1

```
51
Properties=species:S:1:pos:R:3:forces:R:3
N -3.6754 -1.9260 2.4585 2.1 1.1 -0.6
H 1.8433 -2.9177 -1.5994 0.0 0.1 -0.2
O 0.7661 3.5795 2.2635 -1.6 -1.8 0.0
C -5.2253 0.1325 -0.6572 -0.2 0.1 0.0
N 2.1824 1.1489 1.8183 -2.0 -1.2 -1.0
C 0.7680 -0.5216 1.0867 2.1 -0.3 0.1
C -3.7937 -0.0714 -1.0593 0.5 1.1 -0.4
C -1.6596 -4.7429 -1.0847 0.2 0.2 0.1
C -0.4971 -6.4714 0.1935 -0.1 0.3 -0.1
H -2.2523 -6.7996 -1.0253 0.1 0.1 0.2
O 2.9143 0.0901 1.3486 -0.5 -0.8 -0.3
C 0.3574 -4.2217 0.0903 -0.1 0.6 0.2
C -2.9707 0.8626 -1.6163 -1.5 -0.6 0.4
C 0.8885 0.7730 1.6140 2.1 1.8 0.9
C -3.3676 2.2359 -2.0282 -0.1 0.5 -0.1
H -0.3682 -2.3200 1.0404 -0.3 0.5 0.4
H -5.5066 1.1851 -0.8118 0.2 -0.4 0.0
H -2.4196 -4.4504 -1.8080 0.1 -0.3 0.3
C -1.5374 -6.0678 -0.6528 0.1 0.1 -0.1
H -5.4111 -0.0970 0.4049 0.2 0.0 -0.3
C -2.6889 -1.3650 2.1616 -1.9 -0.9 0.6
H 1.3473 -5.8168 1.1649 -0.6 0.1 -0.4
H -3.2812 -3.0475 0.2362 -0.1 -0.1 0.0
N -3.1508 -1.2949 -0.8885 0.8 -0.5 0.6
O -0.0009 -2.1132 -2.2511 0.7 0.6 -0.9
H 1.5176 -2.9028 -3.3702 0.0 0.0 0.2
H 1.1790 -3.5417 0.3350 -0.5 -0.2 0.0
H -5.9201 -0.4743 -1.2611 0.3 0.1 0.2
C -0.2686 1.4809 2.0808 -1.1 -1.1 0.1
C 1.4078 -2.3605 -2.4282 -0.6 0.2 0.5
S -1.4130 0.2242 -1.9537 0.6 -0.3 -0.2
H -0.4352 -7.5030 0.5428 0.0 0.3 -0.1
N 2.0796 -0.9773 0.9347 -1.1 1.3 0.0
N -0.2340 2.8643 2.4620 -0.5 2.0 1.3
H 1.8613 -1.3698 -2.5240 0.3 -0.2 0.1
C -1.8271 -1.3035 -1.2303 0.6 -1.4 -0.2
C 0.4733 -5.5358 0.5562 -0.1 0.1 -0.4
C -0.4431 -1.2375 1.1089 -0.4 -1.2 1.2
O -1.2702 3.2913 3.0303 1.6 -0.6 -1.0
H -2.5022 2.9021 -2.1276 -0.2 -0.1 0.1
H -4.0487 2.6581 -1.2834 0.2 0.1 -0.1
C -1.5113 -0.6183 1.8292 0.7 -0.5 -0.8
C -1.4351 0.7201 2.2685 0.8 1.1 -0.6
H -4.8085 -2.2434 -0.1116 0.0 -0.1 0.1
C -0.7592 -3.7518 -0.6607 0.3 -0.6 0.1
C -3.8440 -2.5175 -0.5233 -0.1 0.2 0.0
H -3.9816 -3.1543 -1.3957 -0.1 0.1 0.0
C -0.8103 -2.3191 -1.1640 -1.0 0.1 -0.4
H -3.8982 2.2492 -2.9908 0.2 -0.1 0.2
O 2.6037 -1.9848 0.4734 -0.4 0.7 0.5
H -2.3236 1.1622 2.7280 0.5 0.0 -0.1
```
Forces are in eV/Å.